# 1
ORCA calculation (ωB97M-V with the def2-TZVPD basis set) on a molecular structure, C16H8Cl10ORhS in a non-equilibrium geometry.

```
37
Properties=species:S:1:pos:R:3
Rh -0.178 -0.700 -1.212
Cl -1.440 -2.970 -0.445
C 0.286 -3.197 -0.246
C 1.095 -2.181 -0.697
C 2.463 -2.289 -0.527
Cl 3.540 -1.057 -1.018
C 2.983 -3.438 0.078
Cl 4.670 -3.582 0.288
C 2.141 -4.458 0.521
Cl 2.785 -5.850 1.273
C 0.770 -4.339 0.360
Cl -0.316 -5.551 0.882
Cl 2.529 1.421 -2.666
C 0.871 1.767 -2.879
C -0.117 0.894 -2.464
C -1.432 1.228 -2.668
Cl -2.628 0.103 -2.062
C -1.827 2.398 -3.288
Cl -3.491 2.719 -3.512
C -0.842 3.276 -3.709
Cl -1.285 4.743 -4.464
C 0.502 2.959 -3.509
Cl 1.715 4.041 -4.029
O 0.592 0.688 0.436
S -0.767 0.289 1.071
C -0.458 -0.308 2.760
C -1.053 0.716 3.737
C -1.016 2.063 3.023
C -1.605 1.781 1.642
H 0.634 -0.360 2.798
H -0.877 -1.310 2.854
H -0.500 0.731 4.674
H -2.086 0.448 3.966
H 0.010 2.417 2.916
H -1.584 2.825 3.555
H -1.410 2.538 0.881
H -2.672 1.550 1.681
```

For the LUMO energy (alpha / beta), the calculation gives -5.389 / -5.392 eV. The total charge is +1. The value obtained for the energy relative to the best compared isomer or geometry (same formula, charge and spin) is 59.8 kcal per mole.

# 2
ORCA calculation (ωB97M-V with the def2-TZVPD basis set) on a molecular structure, C42H40CdClN4O6PS3 in a non-equilibrium geometry.

```
98
Properties=species:S:1:pos:R:3
Cd 15.241 9.990 14.240
O 19.695 7.945 17.916
C 18.679 8.211 18.718
O 18.794 8.165 19.923
C 17.358 8.538 18.095
C 16.248 8.766 18.860
Cl 16.051 9.182 20.503
N 15.132 8.717 18.022
N 15.555 8.665 16.669
C 16.848 8.564 16.736
C 17.671 8.430 15.482
O 18.739 7.822 15.515
O 17.088 8.905 14.417
C 13.777 8.858 18.327
C 12.955 9.581 17.417
C 11.740 10.019 17.889
C 11.232 9.630 19.133
C 12.017 8.920 20.012
C 13.251 8.465 19.594
H 19.410 7.860 16.908
H 13.370 9.863 16.477
H 11.049 10.569 17.185
H 10.244 9.954 19.490
H 11.626 8.594 21.000
H 13.796 7.839 20.246
S 16.769 8.743 7.677
C 16.412 8.380 9.336
C 17.411 7.930 10.219
C 17.031 7.555 11.504
N 15.753 7.538 11.881
C 14.830 7.997 11.031
C 15.096 8.393 9.721
C 16.905 10.474 7.790
C 15.846 11.436 7.946
C 16.202 12.755 8.025
N 17.398 13.214 8.094
C 18.383 12.382 7.810
C 18.224 10.988 7.736
H 18.427 7.829 9.864
H 17.748 7.295 12.312
H 13.781 7.962 11.369
H 14.351 8.639 9.003
H 14.810 11.056 7.946
H 15.328 13.435 8.090
H 19.369 12.843 7.578
H 19.037 10.289 7.604
C 13.581 16.132 13.415
C 13.665 15.172 14.573
C 14.579 15.597 15.750
O 13.927 13.820 14.116
P 15.353 13.164 13.755
S 15.149 11.895 12.166
S 16.165 12.306 15.352
O 16.097 14.501 13.249
C 17.521 14.715 13.011
C 18.031 13.765 11.910
C 18.378 14.596 14.215
H 12.719 16.827 13.604
H 13.423 15.652 12.452
H 14.510 16.637 13.327
H 12.679 15.053 15.053
H 15.536 15.957 15.358
H 14.800 14.761 16.420
H 14.068 16.401 16.242
H 17.495 15.737 12.696
H 18.085 12.711 12.299
H 19.059 14.070 11.661
H 17.465 13.790 10.989
H 18.483 13.576 14.604
H 18.010 15.126 15.157
H 19.313 14.965 13.888
C 14.950 5.335 14.409
C 13.745 4.788 14.775
C 12.896 4.216 13.820
C 11.585 3.998 14.031
C 11.052 4.239 15.277
C 11.873 4.635 16.302
C 13.188 4.909 16.103
H 15.244 5.452 13.363
H 15.572 5.767 15.149
H 13.360 3.882 12.939
H 10.954 3.652 13.185
H 9.956 4.011 15.464
H 11.497 4.554 17.326
H 13.770 5.287 16.914
C 12.988 9.722 13.896
C 11.808 9.824 13.594
C 10.393 9.916 13.316
C 9.418 9.198 14.036
C 8.054 9.278 13.664
C 7.765 10.163 12.629
C 8.688 10.927 11.928
C 10.043 10.752 12.271
H 9.663 8.571 14.876
H 7.322 8.603 14.138
H 6.716 10.348 12.374
H 8.386 11.532 11.132
H 10.764 11.294 11.705
```

For the LUMO energy, the calculation gives 3.456 eV. The total charge is -2. The value obtained for the energy relative to the best compared isomer or geometry (same formula, charge and spin) is 47.1 kcal per mole.

# 3
ORCA calculation (ωB97M-V with the def2-TZVPD basis set) on a molecular structure, CHI2NO2 in a non-equilibrium geometry.

```
7
Properties=species:S:1:pos:R:3
C -0.241 -0.168 -0.775
N 0.402 0.396 0.981
O 1.371 -0.231 1.267
O -0.150 1.335 1.464
I -2.217 0.661 -0.879
I 0.223 -2.315 -0.906
H 0.611 0.321 -1.153
```

For the LUMO energy, the calculation gives -1.017 eV. The total charge is 0. The value obtained for the energy relative to the best compared isomer or geometry (same formula, charge and spin) is 22.7 kcal per mole.

# 4
ORCA calculation (ωB97M-V with the def2-TZVPD basis set) on a molecular structure, C25H54I2N4O6P.

```
92
Properties=species:S:1:pos:R:3
C 1.858 3.670 -4.166
C 1.062 2.892 -3.111
C -0.412 2.631 -3.475
C -1.451 3.331 -2.572
C -2.173 2.494 -1.507
P -1.008 1.476 -0.332
C 0.182 0.483 0.787
C -1.630 2.513 1.209
C -0.997 3.899 1.213
C -1.246 4.681 2.529
C -0.058 4.593 3.446
O 1.014 5.111 3.270
O -0.298 3.827 4.545
C -2.428 0.015 -0.126
I -3.213 -0.338 1.842
C -2.922 -0.858 -0.988
C -3.901 -1.987 -0.764
I -2.337 -0.810 -3.032
H 1.208 4.338 -4.736
H 2.609 4.299 -3.679
H 2.394 3.032 -4.873
H 1.091 3.451 -2.172
H 1.555 1.941 -2.892
H -0.596 1.556 -3.481
H -0.580 2.976 -4.501
H -0.947 4.160 -2.052
H -2.203 3.799 -3.219
H -2.959 1.881 -1.958
H -2.698 3.204 -0.859
H -0.545 0.708 -1.475
H 0.051 2.455 -0.575
H 0.810 1.194 1.339
H -0.299 -0.178 1.510
H 0.823 -0.135 0.153
H -2.719 2.621 1.197
H -1.359 2.004 2.138
H -1.393 4.497 0.387
H 0.080 3.813 1.049
H -1.406 5.743 2.327
H -2.121 4.275 3.034
H 0.541 3.791 5.027
H -3.552 -2.629 0.047
H -4.025 -2.597 -1.655
H -4.879 -1.590 -0.479
C 1.876 -5.018 0.681
C 1.738 -3.669 0.000
O 0.771 -2.957 0.181
N 2.746 -3.288 -0.836
C 3.935 -4.036 -1.178
H 0.994 -5.162 1.298
H 1.948 -5.826 -0.049
H 2.768 -5.056 1.308
H 2.598 -2.383 -1.255
H 4.845 -3.499 -0.900
H 3.978 -4.250 -2.247
H 3.934 -4.989 -0.661
C 2.289 8.658 -3.278
C 1.380 7.485 -3.590
O 0.993 7.271 -4.727
N 1.020 6.691 -2.553
C 1.395 6.804 -1.159
H 2.477 9.183 -4.210
H 1.825 9.341 -2.566
H 3.237 8.322 -2.856
H 0.429 5.912 -2.810
H 1.925 5.913 -0.821
H 0.516 6.932 -0.525
H 2.044 7.663 -1.016
C 2.129 -7.734 -2.917
C 2.997 -7.861 -1.686
O 4.080 -7.305 -1.604
N 2.515 -8.601 -0.651
C 1.249 -9.297 -0.560
H 2.658 -7.110 -3.630
H 1.933 -8.709 -3.366
H 1.171 -7.270 -2.678
H 3.134 -8.633 0.144
H 0.645 -8.910 0.262
H 1.397 -10.367 -0.407
H 0.688 -9.162 -1.480
C -3.078 -3.589 7.541
C -2.886 -4.048 6.109
O -2.809 -5.235 5.832
N -2.803 -3.088 5.159
C -2.874 -1.651 5.324
H -3.124 -4.476 8.166
H -2.252 -2.958 7.868
H -4.002 -3.021 7.653
H -2.674 -3.439 4.221
H -3.709 -1.236 4.760
H -1.961 -1.172 4.968
H -3.010 -1.398 6.372
```

For the LUMO energy, the calculation gives 2.029 eV. The total charge is -1.

# 5
ORCA calculation (ωB97M-V with the def2-TZVPD basis set) on 2 unconnected molecules or ions with the total composition C3H7NO2.

```
13
Properties=species:S:1:pos:R:3
N -0.815 -1.566 -1.476
C -0.755 -0.562 -2.152
O -0.750 0.362 -2.877
C -0.439 1.053 0.409
C 0.843 0.264 0.593
O 0.487 -1.028 1.088
H -0.475 -1.627 -0.514
H -1.187 0.454 -0.113
H -0.873 1.322 1.374
H -0.256 1.958 -0.177
H 1.392 0.166 -0.356
H 1.503 0.779 1.304
H 1.297 -1.519 1.274
```

For the LUMO energy, the calculation gives 0.662 eV. The SMILES is N=C=O.CCO. The total charge is 0. The value obtained for the energy relative to the best compared isomer or geometry (same formula, charge and spin) is 25.4 kcal per mole.

# 6
ORCA calculation (ωB97M-V with the def2-TZVPD basis set) on 5 unconnected molecules or ions with the total composition C24H56BrF2NO9P.

```
94
Properties=species:S:1:pos:R:3
O -0.841 -2.321 -0.817
P 0.138 -1.995 -2.115
Br -0.616 -3.549 -3.519
C -0.893 -0.484 -2.675
C -0.006 0.288 -3.716
C -0.470 0.378 -5.180
C -0.250 -0.869 -6.031
F 0.986 -1.436 -5.702
C -2.326 -0.828 -3.109
C -3.318 0.353 -2.949
C -2.654 1.701 -2.707
N -1.755 1.608 -1.512
F -0.855 2.666 -1.570
C -1.001 0.308 -1.374
H -0.541 -3.110 -0.341
H 0.157 1.310 -3.362
H 1.002 -0.145 -3.730
H 0.097 1.197 -5.633
H -1.530 0.652 -5.261
H -0.215 -0.615 -7.092
H -1.013 -1.635 -5.875
H -2.676 -1.651 -2.481
H -2.330 -1.203 -4.129
H -4.028 0.147 -2.143
H -3.921 0.490 -3.850
H -2.000 2.013 -3.520
H -3.368 2.498 -2.502
H -2.264 1.787 -0.638
H -1.595 -0.241 -0.637
H -0.049 0.588 -0.914
C -2.857 -0.790 1.447
O -3.104 0.599 1.583
C -3.893 0.936 2.725
C -3.043 1.408 3.880
O -2.214 0.372 4.372
C -0.854 0.490 4.006
H -2.146 -0.874 0.634
H -2.425 -1.241 2.341
H -3.768 -1.334 1.174
H -4.480 0.065 3.032
H -4.587 1.728 2.435
H -3.703 1.730 4.691
H -2.439 2.270 3.575
H -0.388 1.358 4.482
H -0.732 0.578 2.921
H -0.351 -0.411 4.352
C 3.980 -0.918 -4.865
O 4.818 -0.412 -3.848
C 6.188 -0.738 -4.029
C 6.976 0.419 -4.599
O 6.560 0.739 -5.914
C 5.747 1.891 -5.996
H 2.985 -0.513 -4.687
H 4.315 -0.614 -5.860
H 3.925 -2.012 -4.832
H 6.283 -1.605 -4.691
H 6.599 -1.010 -3.054
H 8.034 0.144 -4.636
H 6.875 1.291 -3.944
H 6.311 2.795 -5.742
H 4.880 1.821 -5.333
H 5.408 1.969 -7.028
C -6.739 0.946 6.181
O -6.882 2.342 6.338
C -7.672 2.712 7.458
C -6.821 3.140 8.633
O -6.048 2.068 9.139
C -4.688 2.109 8.761
H -6.010 0.792 5.385
H -6.375 0.468 7.094
H -7.684 0.477 5.886
H -8.312 1.876 7.760
H -8.317 3.542 7.157
H -7.474 3.496 9.434
H -6.171 3.969 8.331
H -4.172 2.958 9.224
H -4.572 2.178 7.675
H -4.230 1.187 9.114
C 7.479 -1.715 -0.089
O 7.127 -3.063 0.147
C 6.329 -3.252 1.299
C 4.874 -3.484 0.959
O 4.263 -2.346 0.373
C 4.119 -2.432 -1.030
H 8.016 -1.690 -1.036
H 6.597 -1.070 -0.151
H 8.140 -1.335 0.697
H 6.415 -2.388 1.967
H 6.707 -4.130 1.831
H 4.332 -3.719 1.880
H 4.790 -4.344 0.285
H 3.382 -3.200 -1.299
H 5.063 -2.661 -1.531
H 3.765 -1.463 -1.380
```

For the LUMO energy, the calculation gives -2.533 eV. The total charge is +1. The value obtained for the energy relative to the best compared isomer or geometry (same formula, charge and spin) is 0.0 kcal per mole.

# 7
ORCA calculation (ωB97M-V with the def2-TZVPD basis set) on a molecular structure, C28H33BIrN10O2 in a non-equilibrium geometry.

```
75
Properties=species:S:1:pos:R:3
Ir 0.291 0.794 -0.108
C -2.766 2.650 0.615
C -2.889 1.177 0.776
C -3.958 0.434 1.293
C -3.572 -0.883 1.168
N -2.356 -0.927 0.601
N -1.934 0.339 0.382
B -1.398 -2.056 0.177
N -0.996 -1.720 -1.279
C -1.327 -2.371 -2.404
C -0.925 -1.618 -3.488
C -0.344 -0.468 -2.946
C 0.201 0.731 -3.637
N -0.402 -0.565 -1.619
N -0.217 -1.955 1.159
C 0.177 -2.836 2.089
C 1.115 -2.231 2.899
C 1.245 -0.928 2.411
C 2.120 0.176 2.886
N 0.420 -0.792 1.368
N -1.868 -3.492 0.175
C -3.048 -4.143 0.349
C -2.840 -5.467 0.074
C -1.462 -5.566 -0.263
C -0.703 -6.782 -0.652
N -0.903 -4.370 -0.191
H -3.636 3.041 0.089
H -2.720 3.136 1.591
H -1.868 2.885 0.043
H -4.874 0.819 1.703
H -4.106 -1.773 1.447
H -1.830 -3.322 -2.389
H -1.035 -1.861 -4.529
H 0.739 0.445 -4.539
H -0.619 1.384 -3.942
H 0.862 1.290 -2.974
H -0.211 -3.837 2.133
H 1.635 -2.668 3.732
H 2.427 -0.001 3.914
H 3.019 0.244 2.268
H 1.599 1.128 2.823
H -3.954 -3.634 0.623
H -3.547 -6.275 0.141
H -1.359 -7.646 -0.702
H -0.228 -6.636 -1.623
H 0.102 -6.978 0.058
C -0.380 4.222 3.027
C 0.110 3.613 1.746
O 0.253 2.394 1.690
C 0.424 4.515 0.625
C 0.378 5.890 0.731
C 0.769 6.717 -0.326
C 1.305 6.162 -1.498
C 1.348 4.806 -1.653
C 0.818 3.936 -0.641
O 0.697 2.713 -0.894
H -0.636 3.434 3.729
H -1.248 4.858 2.853
H 0.403 4.844 3.465
H 0.045 6.346 1.653
H 0.680 7.790 -0.230
H 1.676 6.810 -2.280
H 1.748 4.350 -2.549
C 2.247 -2.438 -1.035
C 2.908 -1.113 -0.911
N 2.368 0.055 -0.601
C 3.380 0.995 -0.601
C 4.545 0.384 -0.920
N 4.228 -0.939 -1.110
H 1.178 -2.358 -0.877
H 2.652 -3.137 -0.303
H 2.421 -2.853 -2.028
H 3.202 2.032 -0.378
H 5.543 0.768 -1.026
H 4.877 -1.667 -1.363
```

As for the multiplicity: 2. For the LUMO energy (alpha / beta), the calculation gives -6.340 / -8.776 eV. The total charge is +2. The value obtained for the energy relative to the best compared isomer or geometry (same formula, charge and spin) is 67.9 kcal per mole.

# 8
ORCA calculation (ωB97M-V with the def2-TZVPD basis set) on 2 unconnected molecules or ions with the total composition C4H12 in a non-equilibrium geometry.

```
16
Properties=species:S:1:pos:R:3
C -0.831 -1.299 -1.706
C 0.232 -1.776 -0.707
H -1.323 -2.119 -2.236
H -1.608 -0.701 -1.239
H -0.361 -0.743 -2.519
H -0.025 -1.400 0.278
H 0.340 -2.854 -0.564
H 1.236 -1.486 -1.010
C 0.784 1.613 0.626
C -0.201 1.456 1.792
H 1.801 1.748 1.005
H 0.717 0.691 0.053
H 0.649 2.459 -0.044
H -1.140 1.024 1.448
H -0.476 2.448 2.173
H 0.207 0.936 2.652
```

For the LUMO energy, the calculation gives 1.167 eV. The SMILES is CC.CC. The total charge is 0. The value obtained for the energy relative to the best compared isomer or geometry (same formula, charge and spin) is 7.3 kcal per mole.

E readings, ordered: -157827.10110 -121330.35501 -22834.84169 -70536.50686 -8809.42866 -130467.81956 -52071.45335 -4342.21373 eV